(1)
The following is a quantum chemistry calculation of a single C5H8O molecule, from the OMol25 dataset.

Each line ends with the natural charge from an NBO analysis.
Element x y z (Å)
O1 1.40453 -1.30898 0.50168  -0.70
C1 0.80344 -0.06311 0.28807  0.13
C2 -0.12456 1.21639 1.62841  -0.18
C3 -0.01591 0.12349 -1.00729  -0.43
C4 -1.35372 0.00716 -0.25151  -0.41
C5 -0.60711 -0.02411 1.09238  -0.33
H1 2.34919 -1.22330 0.32620  0.48
H2 1.50838 0.75677 0.48746  0.22
H3 0.42092 0.95116 2.55755  0.12
H4 0.18645 -0.65650 -1.74525  0.22
H5 0.15206 1.10739 -1.45234  0.22
H6 -2.03098 0.85705 -0.35913  0.22
H7 -1.89048 -0.92115 -0.46313  0.21
H8 -0.71169 -0.92694 1.70442  0.22

For the HOMO energy, the calculation gives -0.30791 hartree. Its spin multiplicity is 1. Its total energy is -270.38188 hartree.



(2)
The following is a quantum chemistry calculation of a molecular structure, C5H8O, from the OMol25 dataset.

Each line ends with the natural charge from an NBO analysis.
Element x y z (Å)
C1 1.78095 -0.31038 0.36990  -0.61
C2 0.65339 0.53242 -0.23293  -0.25
C3 -0.59738 -0.07119 -0.81683  -0.30
C4 -1.49701 -0.73965 0.23959  -0.06
O1 -1.43840 0.39553 1.11901  -0.52
C5 -0.71249 1.09237 0.13282  0.12
H1 1.45670 -1.31608 0.65569  0.21
H2 2.31478 0.13874 1.21233  0.21
H3 2.52884 -0.45727 -0.42639  0.21
H4 1.07467 1.31619 -0.86315  0.21
H5 -0.77807 -0.18615 -1.87866  0.21
H6 -1.20924 -1.66594 0.74798  0.17
H7 -2.51845 -0.82747 -0.15369  0.18
H8 -1.05830 2.09887 -0.10567  0.20

For the HOMO energy, the calculation gives -0.33993 hartree. Its spin multiplicity is 1. Its total energy is -270.45477 hartree.



(3)
The following is a quantum chemistry calculation of a molecular structure, C5H8O, from the OMol25 dataset.

Each line ends with the Mulliken charge.
Element x y z (Å)
C1 -1.95422 0.75521 -0.35165  -1.24
C2 -1.02773 -0.45042 -0.20790  -0.11
C3 0.40399 -0.00637 -0.30395  0.73
C4 1.24319 1.00672 -0.18781  -1.21
C5 2.00668 -0.25980 0.08508  -0.05
O1 2.44142 -0.51211 1.35486  -0.49
H1 -1.83519 1.22668 -1.33193  0.31
H2 -2.99454 0.43221 -0.24646  0.38
H3 -1.73783 1.50845 0.41149  0.32
H4 -1.18889 -0.93595 0.76389  0.32
H5 -1.25193 -1.19604 -0.98069  0.26
H6 2.67763 -0.67691 -0.66646  0.39
H7 1.05705 -1.14016 -0.22750  0.05
H8 2.16037 0.24851 1.88903  0.34

For the HOMO energy, the calculation gives -0.33439 hartree. Its spin multiplicity is 1. Its total energy is -270.36680 hartree.



(4)
The following is a quantum chemistry calculation of 2 unconnected molecules or ions with the total composition C5H8O in a non-equilibrium geometry, from the OMol25 dataset.

Each line ends with the natural charge from an NBO analysis.
Element x y z (Å)
C1 -1.51855 1.14964 -0.28319  -0.60
C2 -1.68226 -0.90554 -0.80811  -0.43
C3 -0.30319 -0.93733 -0.52678  -0.05
C4 0.83212 -0.66164 -0.23865  -0.04
C5 2.22997 -0.44821 0.11151  -0.13
O1 2.39258 0.43229 1.20484  -0.70
H1 -1.07644 1.31981 -1.23032  0.23
H2 -2.25421 1.95340 -0.26010  0.18
H3 -1.48739 0.85259 0.73490  0.23
H4 -2.33903 -1.40454 -0.10258  0.23
H5 -1.97298 -1.00638 -1.85093  0.23
H6 2.77336 -0.10283 -0.78273  0.18
H7 2.68193 -1.39229 0.42697  0.21
H8 1.79532 1.17537 1.03314  0.47

For the HOMO energy, the calculation gives -0.32698 hartree. Its spin multiplicity is 1. Its total energy is -270.36045 hartree.



(5)
The following is a quantum chemistry calculation of a single C5H8O molecule, from the OMol25 dataset.

Each line ends with the natural charge from an NBO analysis.
Element x y z (Å)
C1 -0.96270 -0.68471 1.44980  -0.59
C2 -0.33461 -0.59044 0.06320  -0.39
C3 -0.21108 0.83290 -0.52050  -0.45
C4 1.15306 0.72423 -1.16374  -0.10
O1 1.86879 -0.26061 -0.37299  -0.46
C5 1.08296 -1.15238 0.13028  0.30
H1 -0.41188 -0.06030 2.16178  0.21
H2 -0.94016 -1.71585 1.81282  0.23
H3 -2.00100 -0.34418 1.43218  0.21
H4 -0.89215 -1.24554 -0.61958  0.23
H5 -0.24070 1.60564 0.25645  0.21
H6 -0.98902 1.05838 -1.25443  0.23
H7 1.80155 1.58897 -1.23215  0.20
H8 1.07693 0.24387 -2.14314  0.18

For the HOMO energy, the calculation gives -0.30638 hartree. Its spin multiplicity is 1. Its total energy is -270.45858 hartree.



(6)
The following is a quantum chemistry calculation of a molecular structure, C5H8O, from the OMol25 dataset.

Each line ends with the natural charge from an NBO analysis.
Element x y z (Å)
O1 1.72740 -1.34089 0.35694  -0.70
C1 0.79512 -0.54151 -0.33367  0.04
C2 -0.68610 -0.81398 -0.03668  -0.44
C3 -1.36400 0.56071 -0.23618  -0.50
C4 -0.32020 1.65926 -0.05942  -0.18
C5 0.89152 0.95694 -0.06442  -0.31
H1 1.52709 -1.27991 1.30022  0.46
H2 1.01804 -0.70034 -1.39664  0.20
H3 -1.10499 -1.61392 -0.65373  0.22
H4 -0.77703 -1.13009 1.01320  0.20
H5 -1.70507 0.67646 -1.27513  0.23
H6 -2.25111 0.70874 0.38765  0.22
H7 0.38301 1.41088 1.01861  0.30
H8 1.86631 1.44765 -0.02075  0.24

For the HOMO energy, the calculation gives -0.31003 hartree. Its spin multiplicity is 1. Its total energy is -270.41742 hartree.



(7)
The following is a quantum chemistry calculation of a molecular structure, C5H8O, from the OMol25 dataset.

Each line ends with the natural charge from an NBO analysis.
Element x y z (Å)
O1 -2.44214 -0.60298 -0.88772  -0.92
C1 -0.24584 0.28135 -0.04606  0.09
C2 0.45441 1.05379 -1.04766  -0.43
C3 0.73112 -0.42384 -0.67230  -0.16
C4 1.28795 -0.69637 0.76367  -0.40
C5 0.01837 -0.06837 1.38757  -0.45
H1 -2.41615 0.25611 -1.33096  0.47
H2 0.00842 1.17193 -2.03128  0.22
H3 1.10249 1.88216 -0.74830  0.20
H4 -1.60916 -1.01569 -1.16089  0.48
H5 1.51004 -1.74072 0.99084  0.22
H6 2.17763 -0.08142 0.92474  0.22
H7 -0.70097 -0.78830 1.78097  0.24
H8 0.12383 0.77236 2.07738  0.22

For the HOMO energy (spin up / spin down), the calculation gives -0.32094 / -0.32092 hartree. Its spin multiplicity is 1. Its total energy is -270.36056 hartree.



(8)
The following is a quantum chemistry calculation of 2 unconnected molecules or ions with the total composition C5H8O, from the OMol25 dataset.

Each line ends with the natural charge from an NBO analysis.
Element x y z (Å)
O1 1.52350 -1.65899 0.71464  -0.67
C1 0.72191 -0.61633 0.38395  0.36
C2 1.02812 0.69320 0.29849  -0.37
C3 -0.22910 1.43300 0.18949  -0.20
C4 -1.26786 0.57810 0.14422  -0.22
C5 -0.75308 -0.83501 0.21776  -0.52
H1 2.23249 -1.29339 1.26002  0.48
H2 2.01974 1.13108 0.35160  0.22
H3 -0.28511 2.51664 0.18035  0.22
H4 -2.31928 0.83565 0.12695  0.22
H5 -0.97049 -1.41601 -0.69170  0.26
H6 -1.16323 -1.40199 1.05694  0.25
H7 0.02950 -0.17764 -2.22494  -0.02
H8 -0.55288 0.23294 -2.00148  0.00

For the HOMO energy, the calculation gives -0.29680 hartree. Its spin multiplicity is 1. Its total energy is -270.47673 hartree. The SMILES is OC1=CC=CC1.[H][H].



(9)
The following is a quantum chemistry calculation of a single C5H8O molecule, from the OMol25 dataset.

Each line ends with the natural charge from an NBO analysis.
Element x y z (Å)
C1 -0.11623 -1.65402 1.66660  -0.26
O1 -0.55992 -1.70410 0.30248  -0.44
C2 -0.46517 -0.68540 -0.50799  0.38
C3 -0.13380 1.55410 -1.47648  -0.64
C4 0.19053 0.53167 -0.39320  -0.33
C5 1.12343 0.67928 0.64620  -0.25
H1 0.97103 -1.69165 1.71688  0.22
H2 -0.58355 -2.51912 2.14003  0.19
H3 -0.43576 -0.71777 2.12287  0.21
H4 -1.01065 -0.91968 -1.42548  0.18
H5 0.68593 1.69185 -2.19002  0.22
H6 -1.02992 1.28475 -2.04811  0.20
H7 -0.32163 2.53102 -1.02054  0.22
H8 1.68572 1.61909 0.46678  0.11

For the HOMO energy, the calculation gives -0.28709 hartree. Its spin multiplicity is 1. Its total energy is -270.39379 hartree.



(10)
The following is a quantum chemistry calculation of a single C5H8O molecule, from the OMol25 dataset.

Each line ends with the natural charge from an NBO analysis.
Element x y z (Å)
C1 -1.78451 -1.60357 -0.75861  -0.69
C2 -0.54318 -0.86507 -0.94590  0.03
C3 0.43469 -0.16414 -0.97388  -0.08
C4 1.47983 0.81265 -0.65149  -0.13
O1 1.05795 1.69985 0.36121  -0.52
C5 0.50615 1.05568 1.48845  -0.25
H1 -2.63531 -0.96398 -1.00975  0.24
H2 -1.83605 -2.51502 -1.35917  0.24
H3 -1.87134 -1.87234 0.29943  0.23
H4 1.72419 1.43911 -1.51321  0.21
H5 2.38763 0.28197 -0.32515  0.19
H6 0.60718 1.75153 2.32525  0.19
H7 -0.55711 0.82711 1.32697  0.17
H8 1.02987 0.11624 1.73586  0.17

For the HOMO energy, the calculation gives -0.35077 hartree. Its spin multiplicity is 1. Its total energy is -270.46338 hartree. The SMILES is CC#CCOC.



Calculated ΔE to the lowest compared entry with this formula, charge and spin in order - 110.5, 64.7, 119.9, 123.9, 62.3, 88.1, 123.8, 50.9, 103.0, 59.3 kcal/mol